C9H11ClO2 as an isolated structure in a non-equilibrium geometry. Source: OMol25; level of theory: ωB97M-V/def2-TZVPD.

Cartesian coordinates (Å):
1 C 1.329 0.265 0.131
2 C 0.759 -0.940 0.341
3 C 0.437 1.381 0.250
4 C -2.923 1.422 -1.187
5 C -1.875 0.657 -0.902
6 C -0.698 -0.920 0.713
7 C -1.314 0.427 0.432
8 C 2.768 0.498 -0.210
9 C 1.477 -2.236 0.263
10 O 0.523 2.566 0.258
11 O -1.986 0.916 1.538
12 Cl -1.565 -2.263 -0.137
13 H -3.238 1.572 -2.205
14 H -3.526 1.913 -0.438
15 H -1.322 0.178 -1.701
16 H -0.813 -1.138 1.780
17 H 3.419 -0.058 0.463
18 H 3.001 1.557 -0.135
19 H 2.972 0.168 -1.229
20 H 2.475 -2.158 0.694
21 H 1.595 -2.528 -0.782
22 H 0.922 -3.022 0.768
23 H -2.415 1.744 1.293

Values from the calculation:
Spin multiplicity ... 3
Largest force on an atom ... 2.9 eV Å⁻¹
Total charge ... 0
LUMO level (spin up / spin down) ... 0.024 / -0.083 Eh

These are the Mulliken partial charges, in e, on atoms 1 to 8: atom 1 (C): 0.739, atom 2 (C): 0.206, atom 3 (C): 0.265, atom 4 (C): -0.915, atom 5 (C): -0.192, atom 6 (C): -0.157, atom 7 (C): 0.694, atom 8 (C): -1.494